[1]
An isolated ion of composition C5H10Cl2N3 and charge +1, computed with the ωB97M-V functional and the def2-TZVPD basis.

```
! RIJCOSX wB97M-V def2-TZVPD def2/J DEFGRID3
* xyz 1 1
C -1.55 1.41 -0.30
C -3.68 -0.01 0.04
C 1.94 -0.92 -1.12
C 2.33 -0.92 1.35
C 1.60 -0.21 0.18
N -0.35 0.94 -0.02
N 0.15 -0.18 0.34
N -2.89 0.97 -0.40
Cl -5.34 0.26 0.06
Cl -3.09 -1.44 0.63
H -1.64 2.46 -0.57
H 1.95 -2.01 -1.25
H 1.48 -0.40 -1.91
H 2.96 -0.65 -1.30
H 2.00 -0.55 2.41
H 3.42 -1.02 1.41
H 1.88 -1.98 1.30
H 2.04 0.86 -0.03
H 0.32 1.70 -0.14
H -3.56 1.70 -0.69
*
```

Strongest force on any atom (eV/Å): 3.713
HOMO-LUMO gap (alpha / beta) (eV): 6.831 / 7.288
E_LUMO (alpha / beta) (eV): -5.188 / -5.099
Energy relative to the best compared isomer or geometry (same formula, charge and spin) (kcal/mol): 56.0
Molar mass (u): 183.06


[2]
An isolated ion of composition C5H10Cl2NO and charge +1, computed with the ωB97M-V functional and the def2-TZVPD basis.

```
! RIJCOSX wB97M-V def2-TZVPD def2/J DEFGRID3
* xyz 1 3
C -0.03 -0.58 0.39
C -0.64 -0.55 -0.81
C -2.75 -0.93 -1.93
C 0.78 1.62 0.94
C 2.19 -0.26 1.40
N 1.12 0.29 0.50
O -1.60 -1.35 -1.20
Cl -0.66 -1.49 1.75
Cl -0.08 0.56 -2.08
H -3.48 -1.68 -1.78
H -2.52 -0.74 -2.95
H -3.19 0.07 -1.53
H 0.35 1.70 1.86
H 1.70 2.12 0.79
H 0.02 1.95 0.27
H 2.26 -1.29 1.20
H 3.31 0.10 1.12
H 1.84 0.03 2.47
H 1.39 0.44 -0.42
*
```

Strongest force on any atom (eV/Å): 9.289
HOMO-LUMO gap (alpha / beta) (eV): 6.716 / 8.454
E_LUMO (alpha / beta) (eV): -2.990 / -6.640
Molar mass (u): 171.05


[3]
A 2-piece molecular cluster, C5H10Cl2O overall, computed with the ωB97M-V functional and the def2-TZVPD basis.

```
! RIJCOSX wB97M-V def2-TZVPD def2/J DEFGRID3
* xyz 0 1
C -1.79 -0.07 0.92
C -1.22 0.42 -0.41
C -0.48 1.67 0.01
O 0.07 1.37 1.30
C -0.65 0.29 1.88
H -2.03 -1.13 0.90
H -2.70 0.46 1.19
H -1.96 0.61 -1.19
H -0.53 -0.30 -0.85
H -1.16 2.52 0.10
H 0.34 1.95 -0.65
H -1.01 0.59 2.87
H 0.03 -0.56 2.01
Cl 2.12 -2.14 -3.12
C 2.69 -1.66 -1.52
Cl 2.38 0.05 -1.18
H 2.16 -2.24 -0.78
H 3.76 -1.82 -1.46
*
```

Strongest force on any atom (eV/Å): 0.515
HOMO-LUMO gap (eV): 10.233
E_LUMO (eV): 0.791
Energy relative to the best compared isomer or geometry (same formula, charge and spin) (kcal/mol): 18.4
Molar mass (u): 157.04


[4]
A 2-piece molecular cluster, C5H10Cl2Si overall, computed with the ωB97M-V functional and the def2-TZVPD basis.

```
! RIJCOSX wB97M-V def2-TZVPD def2/J DEFGRID3
* xyz 0 1
C -0.95 0.21 1.51
Si 0.46 1.25 0.75
C 0.77 2.93 1.69
Cl -0.07 1.73 -1.16
Cl 2.28 0.28 0.70
H -1.58 -0.48 0.85
H -0.53 -0.62 2.10
H -1.63 0.80 1.99
H 1.22 3.66 0.95
H -0.17 3.39 1.96
H 1.24 2.86 2.64
C 0.98 -2.09 -2.65
C -0.14 -2.29 -2.03
C -1.24 -2.45 -1.35
H 1.55 -3.03 -2.94
H 1.34 -1.11 -2.89
H -2.09 -2.91 -1.79
H -1.43 -2.15 -0.34
*
```

Strongest force on any atom (eV/Å): 4.135
HOMO-LUMO gap (eV): 9.910
E_LUMO (eV): 0.685
Energy relative to the best compared isomer or geometry (same formula, charge and spin) (kcal/mol): 64.8
Molar mass (u): 169.13


Which of these has the lowest molar mass? C5H10Cl2O


Look up the strongest force on any atom of the second one. 9.289 eV/Å